Entry 1:
C19H37NO24 as an isolated structure. Source: the OMol25 dataset; level of theory: ωB97M-V/def2-TZVPD.

ORCA input file:
```
! RIJCOSX wB97M-V def2-TZVPD def2/J DEFGRID3
* xyz -2 1
N -0.29 -0.13 -1.10
O -1.46 0.30 -0.93
O 0.02 -1.23 -0.63
O 0.49 0.69 -1.62
O -2.42 -0.59 2.57
C -2.52 -0.44 1.29
O -3.12 0.54 0.82
O -2.00 -1.16 0.47
H -2.78 0.20 2.99
C -4.41 3.74 0.52
O -3.02 3.80 0.61
C -2.24 2.90 -0.08
O -2.58 2.03 -0.90
O -1.07 3.33 0.06
C 0.04 2.79 -0.57
H -4.73 2.76 0.88
H -4.79 4.07 -0.44
H -4.81 4.44 1.26
H -0.03 3.05 -1.63
H -0.01 1.71 -0.41
H 0.96 3.24 -0.20
C 1.91 1.55 -0.87
O 1.57 2.39 0.22
C 2.00 2.19 1.40
O 2.67 1.23 1.79
O 1.78 3.32 2.10
C 2.45 3.42 3.30
H 2.98 1.46 -0.73
H 1.83 2.07 -1.83
H 1.26 0.69 -0.73
H 2.44 2.47 3.83
H 1.84 4.10 3.90
H 3.50 3.73 3.27
C 2.40 -0.41 0.35
O 2.74 -1.60 1.11
C 1.95 -2.75 1.06
O 0.94 -2.78 0.36
O 2.50 -3.67 1.85
C 1.98 -5.00 1.75
H 3.15 -0.24 -0.43
H 2.27 0.41 1.05
H 1.40 -0.49 -0.07
H 1.09 -5.06 2.38
H 2.64 -5.77 2.16
H 1.72 -5.25 0.73
C 0.21 0.50 1.75
O 0.45 -0.48 2.75
C 0.01 -1.75 2.66
O -0.39 -2.22 1.62
O 0.10 -2.29 3.81
C -0.06 -3.67 3.91
H -0.80 0.91 1.72
H 0.55 0.03 0.83
H 0.83 1.38 1.97
H -0.94 -4.10 3.44
H -0.10 -3.91 4.97
H 0.83 -4.14 3.48
C 1.52 -1.27 -2.80
O 1.60 -2.68 -2.89
C 1.04 -3.46 -2.07
O 0.26 -3.11 -1.20
O 1.50 -4.76 -2.27
C 1.05 -5.83 -1.50
H 0.49 -0.92 -2.77
H 2.00 -0.91 -3.71
H 2.02 -0.90 -1.91
H 1.58 -6.04 -0.57
H 1.29 -6.72 -2.08
H -0.03 -5.79 -1.38
C -4.11 3.72 -2.70
O -2.85 3.53 -3.44
C -2.22 2.40 -3.37
O -2.50 1.38 -2.73
O -1.05 2.52 -4.07
C -0.06 1.54 -3.88
H -4.41 4.76 -2.59
H -3.92 3.53 -1.64
H -4.92 3.02 -2.89
H 0.31 1.47 -2.85
H 0.89 1.69 -4.41
H -0.44 0.54 -4.09
*
```

Properties
Total energy ... -2605.32610 a.u.

---

Entry 2:
A 3-piece molecular cluster, C19H37NO6S overall. Source: the OMol25 dataset; level of theory: ωB97M-V/def2-TZVPD.

ORCA input file:
```
! RIJCOSX wB97M-V def2-TZVPD def2/J DEFGRID3
* xyz 0 1
N 1.45 -2.74 2.00
C 2.25 -1.61 1.42
C 1.39 -0.46 0.71
O 1.17 -0.83 -0.68
C 0.05 -0.05 1.49
O -1.16 -0.27 0.67
S -2.45 0.27 1.65
O -2.74 -0.89 2.56
O -3.78 0.60 0.62
C -4.93 -0.08 1.20
C -6.33 0.29 0.44
C -7.34 -0.92 0.82
C -7.36 -2.15 -0.11
C -8.31 -3.33 0.32
C -9.15 -3.20 1.62
C -9.10 -1.92 2.53
C -8.16 -0.74 2.12
H 2.01 -3.12 2.78
H 1.43 -3.48 1.28
H 2.94 -2.06 0.61
H 2.93 -1.21 2.26
H 2.06 0.48 0.69
H 0.52 -1.56 -0.75
H 0.08 1.10 1.66
H -0.01 -0.52 2.52
H -4.80 -1.22 1.01
H -5.12 0.16 2.30
H -6.18 0.39 -0.69
H -6.73 1.29 0.86
H -6.72 -2.25 -1.05
H -8.37 -4.29 -0.29
H -9.84 -4.05 1.98
H -9.73 -1.85 3.49
H -8.07 0.22 2.73
C 7.56 1.19 1.86
C 6.10 0.92 1.56
O 5.25 1.04 2.69
C 5.23 2.31 3.33
C 4.76 3.43 2.42
H 7.93 0.51 2.64
H 8.17 1.04 0.96
H 7.73 2.21 2.21
H 6.00 -0.11 1.20
H 5.74 1.56 0.75
H 6.21 2.54 3.76
H 4.53 2.22 4.17
H 5.43 3.57 1.57
H 4.72 4.38 2.97
H 3.76 3.21 2.02
C 2.08 0.67 -3.13
C 1.95 1.72 -4.22
O 2.81 1.50 -5.34
C 2.62 0.28 -6.04
C 1.23 0.12 -6.63
H 3.11 0.61 -2.78
H 1.43 0.92 -2.29
H 1.79 -0.32 -3.49
H 2.23 2.70 -3.81
H 0.91 1.82 -4.56
H 2.87 -0.57 -5.39
H 3.35 0.27 -6.85
H 0.46 0.11 -5.85
H 1.15 -0.81 -7.19
H 1.00 0.96 -7.30
*
```

Properties
Total energy ... -1650.24500 a.u.

---

Entry 3:
C19H38AgN2O5 as an isolated structure. Source: the OMol25 dataset; level of theory: ωB97M-V/def2-TZVPD.

ORCA input file:
```
! RIJCOSX wB97M-V def2-TZVPD def2/J DEFGRID3
* xyz -1 1
Ag -3.18 -0.50 2.10
C -5.06 -2.23 5.85
O -4.98 -3.01 4.81
O -4.94 -1.01 5.73
O -5.00 -2.70 6.96
C -3.48 -3.38 -2.33
C -2.36 -2.97 -3.28
C -2.95 -3.27 -4.71
C -3.90 -2.21 -5.22
C -3.31 -0.82 -5.23
C -2.77 -0.45 -3.83
N -2.01 -1.47 -3.18
O -1.52 -1.14 -1.88
C -1.71 0.64 -4.13
C -3.98 0.10 -3.04
C -1.14 -3.87 -3.16
H -4.38 -2.79 -2.14
H -3.11 -3.41 -1.30
H -3.91 -4.38 -2.43
H -2.22 -3.28 -5.52
H -3.48 -4.21 -4.84
H -4.81 -2.15 -4.63
H -4.05 -2.46 -6.27
H -4.19 -0.24 -5.46
H -2.52 -0.83 -5.98
H -2.18 1.46 -4.69
H -1.49 1.07 -3.16
H -0.87 0.32 -4.75
H -4.33 1.07 -3.41
H -4.78 -0.63 -2.96
H -3.75 0.28 -1.99
H -1.25 -4.85 -3.62
H -0.86 -3.86 -2.11
H -0.24 -3.48 -3.65
H -0.56 -1.09 -1.99
C 2.24 2.84 4.78
C 2.60 2.92 3.24
C 3.80 3.84 2.88
C 5.22 3.26 2.83
C 5.10 2.08 1.85
C 4.10 1.00 2.34
N 2.80 1.62 2.57
O 1.86 0.69 3.02
C 4.02 0.08 1.12
C 4.78 0.20 3.45
C 1.27 3.50 2.66
H 1.41 2.15 4.94
H 3.11 2.58 5.39
H 1.98 3.89 4.93
H 3.48 4.19 1.90
H 3.88 4.64 3.61
H 5.92 4.06 2.56
H 5.40 2.95 3.86
H 6.12 1.71 1.98
H 4.99 2.41 0.82
H 3.43 -0.84 1.20
H 4.85 -0.36 0.57
H 3.57 0.71 0.35
H 5.17 0.76 4.29
H 5.62 -0.38 3.06
H 4.01 -0.49 3.81
H 1.20 4.59 2.70
H 1.04 3.30 1.61
H 0.33 3.28 3.17
H 2.00 0.56 3.96
*
```

Properties
Relative energy (zero: lowest compared OMol25 entry of this formula, charge and spin) ... 7.004 eV
Total energy ... -1379.12114 a.u.

---

What is the total energy in the first record?
-2605.32610 a.u.

---

Look up the total energy of the second one.
-1650.24500 a.u.

---

Among the records above, which one has the highest total energy?
C19H38AgN2O5

---

Please write out number 3 again, unchanged.
C19H38AgN2O5 as an isolated structure. Source: the OMol25 dataset; level of theory: ωB97M-V/def2-TZVPD.

ORCA input file:
```
! RIJCOSX wB97M-V def2-TZVPD def2/J DEFGRID3
* xyz -1 1
Ag -3.18 -0.50 2.10
C -5.06 -2.23 5.85
O -4.98 -3.01 4.81
O -4.94 -1.01 5.73
O -5.00 -2.70 6.96
C -3.48 -3.38 -2.33
C -2.36 -2.97 -3.28
C -2.95 -3.27 -4.71
C -3.90 -2.21 -5.22
C -3.31 -0.82 -5.23
C -2.77 -0.45 -3.83
N -2.01 -1.47 -3.18
O -1.52 -1.14 -1.88
C -1.71 0.64 -4.13
C -3.98 0.10 -3.04
C -1.14 -3.87 -3.16
H -4.38 -2.79 -2.14
H -3.11 -3.41 -1.30
H -3.91 -4.38 -2.43
H -2.22 -3.28 -5.52
H -3.48 -4.21 -4.84
H -4.81 -2.15 -4.63
H -4.05 -2.46 -6.27
H -4.19 -0.24 -5.46
H -2.52 -0.83 -5.98
H -2.18 1.46 -4.69
H -1.49 1.07 -3.16
H -0.87 0.32 -4.75
H -4.33 1.07 -3.41
H -4.78 -0.63 -2.96
H -3.75 0.28 -1.99
H -1.25 -4.85 -3.62
H -0.86 -3.86 -2.11
H -0.24 -3.48 -3.65
H -0.56 -1.09 -1.99
C 2.24 2.84 4.78
C 2.60 2.92 3.24
C 3.80 3.84 2.88
C 5.22 3.26 2.83
C 5.10 2.08 1.85
C 4.10 1.00 2.34
N 2.80 1.62 2.57
O 1.86 0.69 3.02
C 4.02 0.08 1.12
C 4.78 0.20 3.45
C 1.27 3.50 2.66
H 1.41 2.15 4.94
H 3.11 2.58 5.39
H 1.98 3.89 4.93
H 3.48 4.19 1.90
H 3.88 4.64 3.61
H 5.92 4.06 2.56
H 5.40 2.95 3.86
H 6.12 1.71 1.98
H 4.99 2.41 0.82
H 3.43 -0.84 1.20
H 4.85 -0.36 0.57
H 3.57 0.71 0.35
H 5.17 0.76 4.29
H 5.62 -0.38 3.06
H 4.01 -0.49 3.81
H 1.20 4.59 2.70
H 1.04 3.30 1.61
H 0.33 3.28 3.17
H 2.00 0.56 3.96
*
```

Properties
Relative energy (zero: lowest compared OMol25 entry of this formula, charge and spin) ... 7.004 eV
Total energy ... -1379.12114 a.u.